Here is a molecular structure, C18H17BrN2O5RhS from OMol25. Energies are from wB97M-V/def2-TZVPD.

The LUMO energy (spin up / spin down) is -2.79 / -5.74 eV. Its spin multiplicity is 5. Its HOMO energy (spin up / spin down) is -11.4610 / -11.5510 eV. Its energy relative to the best compared isomer or geometry (same formula, charge and spin) is 0.0 kcal/mol. As for the net charge: +1. The value obtained for the energy is -4264.3194 Ha.

CARTESIAN COORDINATES (ANGSTROEM)
Rh1 0.75 -0.14 0.80
Br1 -1.13 -2.25 1.18
C1 -0.01 -3.13 2.44
C2 -0.47 -4.25 3.06
C3 0.36 -4.93 3.97
C4 1.61 -4.46 4.23
C5 2.10 -3.30 3.59
C6 3.41 -2.81 3.84
C7 3.89 -1.70 3.22
C8 3.08 -1.02 2.29
C9 1.78 -1.42 2.05
C10 1.27 -2.60 2.67
H1 -1.47 -4.63 2.85
H2 -0.01 -5.82 4.46
H3 2.26 -4.98 4.93
H4 4.03 -3.36 4.55
H5 4.89 -1.35 3.42
H6 3.49 -0.15 1.78
C11 2.92 3.07 1.58
C12 2.54 2.61 0.22
N1 1.83 1.53 -0.07
C13 1.69 1.49 -1.45
C14 2.33 2.56 -1.99
N2 2.85 3.25 -0.92
C15 2.55 3.10 -3.36
O1 2.03 2.42 -4.36
O2 3.19 4.11 -3.48
C16 0.89 0.39 -2.08
O3 0.75 0.36 -3.29
O4 0.36 -0.44 -1.24
H7 2.60 2.34 2.32
H8 2.46 4.03 1.81
H9 4.00 3.19 1.66
H10 3.39 4.10 -1.04
H11 1.54 1.61 -4.06
C17 -2.68 2.92 1.60
S1 -1.48 2.10 0.57
C18 -2.57 1.04 -0.36
O5 -0.75 1.17 1.57
H12 -3.25 2.17 2.14
H13 -3.32 3.52 0.96
H14 -2.13 3.56 2.28
H15 -3.20 1.66 -0.99
H16 -3.17 0.45 0.34
H17 -1.95 0.39 -0.98

Löwdin atomic charge list, values in e, 4 entries: number 1, Rh, carries 1.2098; number 2, Br, carries 0.8858; number 3, C, carries -0.5741; number 4, C, carries -0.0998